No. 1
C27H48BKNO8S3Sn2 | wB97M-V/def2-TZVPD

**Total charge**: +1
**Gap between HOMO and LUMO**: 0.0538 hartree

Element x y z (Å)
Sn  -4.192  -5.202  -25.247
Sn  1.123  -11.257  -23.774
K  -0.921  -5.814  -17.681
C  -2.676  0.456  -23.755
C  -3.968  0.653  -22.834
C  -5.173  0.972  -23.721
C  -6.436  1.123  -22.920
C  -6.769  -0.207  -22.203
C  -5.605  -0.680  -21.247
N  -4.326  -0.578  -22.012
O  -3.301  -1.343  -21.262
C  -5.991  -2.224  -20.853
C  -5.699  0.105  -19.877
C  -3.674  1.939  -22.057
H  -2.628  0.984  -24.708
H  -2.692  -0.558  -24.154
H  -1.743  0.565  -23.202
H  -5.211  0.274  -24.557
H  -4.946  1.944  -24.159
H  -7.275  1.483  -23.515
H  -6.430  1.942  -22.201
H  -7.210  -0.825  -22.986
H  -7.592  -0.009  -21.517
H  -6.494  -2.830  -21.607
H  -6.736  -2.193  -20.058
H  -5.223  -2.804  -20.342
H  -4.868  -0.140  -19.216
H  -6.590  -0.123  -19.291
H  -5.741  1.188  -19.989
H  -4.397  2.290  -21.321
H  -3.442  2.842  -22.621
H  -2.800  1.918  -21.406
B  -3.167  -8.370  -20.886
H  -2.505  -7.526  -21.003
H  -4.165  -8.110  -21.202
H  -2.752  -9.170  -21.479
H  -3.302  -8.625  -19.846
C  3.755  -3.829  -23.842
C  3.063  -4.993  -23.263
C  3.711  -5.650  -21.932
O  3.240  -6.657  -21.357
C  4.927  -5.030  -21.413
C  5.459  -3.897  -22.075
C  4.855  -3.286  -23.351
O  5.348  -2.325  -24.074
O  6.546  -3.438  -21.519
O  2.203  -5.594  -23.885
H  3.266  -3.489  -24.742
H  5.477  -5.539  -20.636
C  -1.623  -15.683  -19.891
S  -1.540  -16.755  -21.338
O  -0.524  -16.243  -22.357
C  -0.719  -18.263  -20.540
H  -2.226  -16.258  -19.188
H  -2.255  -14.798  -19.971
H  -0.649  -15.531  -19.426
H  0.141  -17.972  -19.938
H  -0.277  -18.981  -21.231
H  -1.497  -18.765  -19.964
C  -6.185  -4.819  -11.874
S  -5.757  -4.973  -13.643
O  -4.279  -4.696  -13.875
C  -5.932  -6.809  -13.823
H  -6.396  -3.760  -11.729
H  -5.347  -5.094  -11.233
H  -7.017  -5.438  -11.537
H  -5.895  -7.065  -14.882
H  -6.789  -7.239  -13.305
H  -4.978  -7.209  -13.480
C  -9.611  -11.183  -24.712
S  -10.148  -9.513  -25.361
O  -8.940  -8.625  -24.987
C  -9.689  -9.784  -27.112
H  -9.403  -11.362  -23.657
H  -8.656  -11.355  -25.208
H  -10.371  -11.920  -24.971
H  -10.425  -10.365  -27.666
H  -8.787  -10.379  -27.255
H  -9.595  -8.809  -27.591
C  -12.337  -7.516  -17.570
C  -12.630  -8.383  -16.543
C  -11.938  -9.509  -16.268
C  -10.725  -9.644  -16.975
C  -10.451  -8.872  -18.030
C  -11.263  -7.834  -18.373
H  -13.043  -6.741  -17.831
H  -13.546  -8.291  -15.978
H  -12.057  -10.276  -15.517
H  -10.021  -10.444  -16.800
H  -9.479  -9.034  -18.472
H  -10.897  -7.226  -19.187

Calculated atomic charges, method Löwdin, unit e:
1. Sn 0.619
2. Sn 0.435
3. K 0.928
4. C -0.015
5. C -0.428
6. C -0.159
7. C -0.187
8. C -0.126
9. C -0.397
10. N 0.075
11. O -0.015
12. C -0.016
13. C -0.016
14. C -0.043
15. H 0.089
16. H 0.069
17. H 0.083
18. H 0.127
19. H 0.126
20. H 0.119
21. H 0.106
22. H 0.119
23. H 0.117
24. H 0.073
25. H 0.071
26. H 0.070
27. H 0.089
28. H 0.086
29. H 0.068
30. H 0.068
31. H 0.105
32. H 0.091
33. B -0.447
34. H -0.135
35. H -0.114
36. H -0.113
37. H -0.120
38. C 0.095
39. C -0.293
40. C -0.283
41. O 0.050
42. C 0.141
43. C -0.266
44. C -0.330
45. O 0.065
46. O 0.047
47. O 0.082
48. H 0.140
49. H 0.136
50. C -0.288
51. S 0.832
52. O -0.600
53. C -0.232
54. H 0.043
55. H 0.054
56. H 0.057
57. H 0.046
58. H 0.049
59. H 0.040
60. C -0.263
61. S 0.826
62. O -0.597
63. C -0.248
64. H 0.042
65. H 0.057
66. H 0.052
67. H 0.042
68. H 0.052
69. H 0.047
70. C -0.247
71. S 0.860
72. O -0.620
73. C -0.275
74. H 0.054
75. H 0.041
76. H 0.043
77. H 0.046
78. H 0.051
79. H 0.049
80. C -0.083
81. C -0.125
82. C -0.078
83. C -0.109
84. C -0.135
85. C -0.098
86. H 0.104
87. H 0.104
88. H 0.105
89. H 0.102
90. H 0.109
91. H 0.103


No. 2
C27H48CeClO2P | wB97M-V/def2-TZVPD

**Total charge**: 0
**Gap between HOMO and LUMO (alpha / beta)**: 0.2759 / 0.2759 hartree
**Energy above the lowest of the compared OMol25 structures with the same formula, charge and spin**: 0.00 kcal per mole

Element x y z (Å)
Ce  -0.200  0.422  2.361
Cl  -2.677  0.945  1.768
P  -0.209  0.364  -0.787
C  -0.546  0.755  4.444
H  0.290  1.134  5.046
H  -1.537  1.178  4.674
C  1.199  -0.594  -1.579
C  -0.144  2.173  -1.313
C  2.556  -0.036  -1.115
H  1.069  -1.589  -1.110
C  3.711  -0.937  -1.568
H  2.698  0.978  -1.522
H  2.582  0.061  -0.019
C  3.671  -1.255  -3.066
H  4.661  -0.456  -1.314
H  3.664  -1.877  -1.002
C  2.291  -1.736  -3.536
H  3.951  -0.358  -3.635
H  4.420  -2.021  -3.298
C  1.155  -0.800  -3.093
H  2.275  -1.830  -4.629
H  2.100  -2.735  -3.119
H  1.258  0.164  -3.609
H  0.191  -1.225  -3.407
C  -1.813  -0.338  -1.465
C  0.426  2.427  -2.711
H  -1.215  2.453  -1.311
C  0.280  3.908  -3.088
H  1.493  2.152  -2.725
H  -0.081  1.808  -3.466
C  0.946  4.835  -2.066
H  0.710  4.069  -4.084
H  -0.791  4.148  -3.153
C  0.504  4.541  -0.632
H  2.036  4.725  -2.138
H  0.716  5.876  -2.314
C  0.571  3.050  -0.263
H  1.119  5.112  0.073
H  -0.532  4.882  -0.501
H  1.625  2.738  -0.177
H  0.123  2.928  0.738
C  -1.854  -1.877  -1.377
H  -2.528  0.051  -0.715
C  -3.232  -2.424  -1.777
H  -1.082  -2.312  -2.031
H  -1.617  -2.200  -0.352
C  -3.732  -1.884  -3.119
H  -3.189  -3.517  -1.810
H  -3.952  -2.153  -0.994
C  -3.623  -0.357  -3.231
H  -3.162  -2.346  -3.935
H  -4.778  -2.178  -3.263
C  -2.240  0.187  -2.839
H  -3.855  -0.037  -4.255
H  -4.371  0.105  -2.570
H  -1.500  -0.103  -3.602
H  -2.278  1.286  -2.836
C  0.031  -1.602  3.449
C  -0.582  -0.854  4.539
H  1.126  -1.405  3.347
C  -1.999  -1.356  4.956
H  0.065  -1.039  5.415
C  -1.972  -2.874  5.118
H  -2.278  -0.892  5.914
H  -2.734  -1.046  4.198
C  -1.592  -3.596  3.830
H  -1.222  -3.123  5.879
H  -2.939  -3.230  5.487
C  -0.313  -3.047  3.169
H  -1.479  -4.667  4.042
H  -2.420  -3.511  3.115
H  0.546  -3.657  3.484
H  -0.382  -3.204  2.090
C  3.451  1.339  3.916
C  2.346  1.203  2.905
O  2.234  0.095  2.254
O  1.439  2.111  2.797
H  3.690  2.393  4.084
H  4.324  0.785  3.567
H  3.110  0.897  4.863

Calculated atomic charges, method Löwdin, unit e:
1. Ce 0.706
2. Cl 0.079
3. P 1.070
4. C -0.245
5. H 0.083
6. H 0.080
7. C -0.425
8. C -0.417
9. C -0.207
10. H 0.116
11. C -0.194
12. H 0.103
13. H 0.087
14. C -0.203
15. H 0.110
16. H 0.117
17. C -0.194
18. H 0.113
19. H 0.107
20. C -0.210
21. H 0.110
22. H 0.115
23. H 0.099
24. H 0.089
25. C -0.447
26. C -0.217
27. H 0.118
28. C -0.194
29. H 0.103
30. H 0.095
31. C -0.205
32. H 0.110
33. H 0.116
34. C -0.190
35. H 0.113
36. H 0.108
37. C -0.210
38. H 0.114
39. H 0.118
40. H 0.118
41. H 0.082
42. C -0.203
43. H 0.051
44. C -0.195
45. H 0.104
46. H 0.106
47. C -0.204
48. H 0.109
49. H 0.117
50. C -0.193
51. H 0.112
52. H 0.107
53. C -0.210
54. H 0.109
55. H 0.117
56. H 0.099
57. H 0.103
58. C -0.332
59. C -0.414
60. H 0.101
61. C -0.156
62. H 0.148
63. C -0.204
64. H 0.121
65. H 0.109
66. C -0.193
67. H 0.116
68. H 0.109
69. C -0.184
70. H 0.108
71. H 0.109
72. H 0.110
73. H 0.095
74. C 0.024
75. C -0.632
76. O -0.137
77. O -0.127
78. H 0.090
79. H 0.089
80. H 0.098


No. 3
C27H48I2N2ORhSi4Te | wB97M-V/def2-TZVPD

**Total charge**: -1
**Gap between HOMO and LUMO**: 0.1667 hartree
**Energy above the lowest of the compared OMol25 structures with the same formula, charge and spin**: 52.31 kcal per mole

Element x y z (Å)
Rh  1.731  -0.454  0.295
I  8.723  0.534  -3.362
C  6.680  0.413  -2.913
C  5.817  1.375  -3.408
C  4.479  1.308  -3.054
I  3.022  1.973  -4.647
C  4.017  0.295  -2.219
O  2.750  0.156  -1.840
C  4.887  -0.716  -1.777
C  4.378  -1.816  -0.876
N  4.139  -1.318  0.498
C  4.049  -2.388  1.492
C  2.650  -2.723  1.989
C  2.318  -4.023  2.357
C  1.092  -4.254  2.957
C  0.236  -3.188  3.185
C  0.633  -1.936  2.743
N  1.804  -1.710  2.155
C  6.228  -0.641  -2.125
H  6.179  2.159  -4.059
H  5.117  -2.630  -0.865
H  3.434  -2.212  -1.254
H  4.898  -0.694  0.738
H  4.613  -2.081  2.378
H  4.517  -3.308  1.123
H  3.016  -4.831  2.171
H  0.800  -5.261  3.232
H  -0.736  -3.321  3.638
H  -0.015  -1.074  2.833
H  6.914  -1.409  -1.789
C  -1.705  1.844  2.763
Si  -2.980  0.592  2.188
C  -3.031  -0.813  3.449
C  -4.669  1.435  2.275
Si  -2.650  -0.181  0.017
Te  -0.531  -1.341  -0.595
Si  -3.061  1.541  -1.525
C  -2.478  1.008  -3.225
C  -4.904  1.947  -1.635
C  -2.158  3.113  -1.030
Si  -4.215  -1.871  -0.397
C  -4.151  -2.296  -2.230
C  -3.804  -3.422  0.589
C  -6.000  -1.413  0.029
H  -1.854  2.067  3.824
H  -1.792  2.777  2.200
H  -0.687  1.473  2.624
H  -3.553  -0.486  4.354
H  -2.030  -1.139  3.741
H  -3.556  -1.681  3.047
H  -4.848  1.811  3.288
H  -5.475  0.744  2.019
H  -4.729  2.282  1.587
H  -3.110  0.206  -3.615
H  -1.456  0.627  -3.175
H  -2.506  1.846  -3.929
H  -5.477  1.076  -1.962
H  -5.079  2.754  -2.354
H  -5.302  2.263  -0.668
H  -1.098  2.911  -0.876
H  -2.564  3.530  -0.104
H  -2.245  3.870  -1.815
H  -3.121  -2.286  -2.593
H  -4.722  -1.570  -2.816
H  -4.573  -3.289  -2.411
H  -2.733  -3.630  0.543
H  -4.346  -4.281  0.183
H  -4.087  -3.311  1.639
H  -6.300  -0.469  -0.430
H  -6.129  -1.313  1.110
H  -6.685  -2.194  -0.319
C  2.646  3.520  -1.316
C  2.532  2.325  -0.357
C  3.883  2.084  0.322
C  1.524  2.711  0.733
C  1.925  1.075  -1.028
H  2.938  4.415  -0.755
H  1.685  3.717  -1.797
H  3.378  3.350  -2.101
H  4.127  2.948  0.947
H  4.695  1.951  -0.395
H  3.840  1.207  0.969
H  1.869  3.614  1.250
H  1.415  1.903  1.459
H  0.540  2.915  0.312
H  1.028  1.311  -1.603

Calculated atomic charges, method Löwdin, unit e:
1. Rh 0.231
2. I 0.809
3. C -0.737
4. C -0.236
5. C -0.477
6. I 0.795
7. C -0.359
8. O -0.154
9. C -0.131
10. C -0.149
11. N -0.071
12. C -0.156
13. C -0.274
14. C -0.035
15. C -0.068
16. C -0.064
17. C -0.179
18. N -0.014
19. C -0.110
20. H 0.081
21. H 0.111
22. H 0.122
23. H 0.103
24. H 0.127
25. H 0.108
26. H 0.104
27. H 0.103
28. H 0.098
29. H 0.073
30. H 0.096
31. C -0.217
32. Si 0.323
33. C -0.205
34. C -0.222
35. Si -0.028
36. Te 0.476
37. Si 0.316
38. C -0.228
39. C -0.225
40. C -0.213
41. Si 0.291
42. C -0.233
43. C -0.234
44. C -0.227
45. H 0.027
46. H 0.017
47. H 0.006
48. H 0.027
49. H 0.000
50. H 0.004
51. H 0.024
52. H 0.009
53. H 0.010
54. H 0.014
55. H 0.002
56. H 0.025
57. H 0.008
58. H 0.023
59. H 0.008
60. H -0.003
61. H 0.018
62. H 0.028
63. H 0.007
64. H 0.017
65. H 0.021
66. H -0.002
67. H 0.022
68. H 0.005
69. H 0.006
70. H 0.011
71. H 0.022
72. C -0.084
73. C -0.582
74. C -0.052
75. C -0.077
76. C -0.320
77. H 0.079
78. H 0.076
79. H 0.009
80. H 0.082
81. H 0.073
82. H 0.059
83. H 0.084
84. H 0.056
85. H 0.058
86. H 0.066


Q: Among the records above, which one has the highest total charge?
A: C27H48BKNO8S3Sn2